DFT (wB97M-V/def2-TZVPD) results for 18 unconnected molecules or ions with the total composition C56H88N4O38S2 in a non-equilibrium geometry.

```
188
Properties=species:S:1:pos:R:3
C 2.179 -1.776 -4.763
C 1.670 -2.872 -3.864
O 2.563 -2.894 -2.802
C 3.208 -1.670 -2.774
O 4.053 -1.314 -1.945
O 2.802 -0.942 -3.813
H 1.379 -1.258 -5.292
H 2.862 -2.194 -5.502
H 1.535 -3.779 -4.453
H 0.642 -2.746 -3.525
C -6.373 -2.858 2.522
C -5.794 -1.572 2.085
O -4.421 -1.819 2.187
C -4.189 -3.049 2.800
O -3.100 -3.376 3.272
O -5.330 -3.679 2.944
H -6.981 -3.213 1.690
H -7.147 -2.705 3.274
H -6.090 -0.761 2.751
H -6.036 -1.366 1.042
C 4.370 0.273 0.936
C 5.693 -0.436 0.932
O 6.377 0.278 1.934
C 5.695 1.373 2.344
O 6.174 2.127 3.185
O 4.478 1.383 1.814
H 3.532 -0.265 1.379
H 4.266 0.583 -0.104
H 6.116 -0.319 -0.065
H 5.541 -1.494 1.148
C -3.700 6.730 -1.901
C -2.962 6.558 -0.633
O -1.886 5.837 -1.086
C -2.230 5.196 -2.247
O -1.534 4.352 -2.833
O -3.456 5.624 -2.684
H -3.383 7.567 -2.522
H -4.754 7.006 -1.862
H -3.603 5.968 0.022
H -2.780 7.486 -0.093
C 6.975 -2.724 5.029
C 6.160 -3.909 5.407
O 5.089 -3.631 4.569
C 4.918 -2.329 4.336
O 3.909 -1.717 3.925
O 6.006 -1.747 4.811
H 7.569 -2.675 4.116
H 7.659 -2.452 5.833
H 5.901 -3.944 6.465
H 6.818 -4.750 5.185
C -0.524 -3.755 5.139
C -0.534 -4.844 4.114
O -1.298 -5.839 4.718
C -2.065 -5.294 5.699
O -3.046 -5.844 6.220
O -1.693 -4.024 5.814
H -0.394 -2.788 4.653
H 0.437 -3.839 5.647
H 0.512 -5.141 4.033
H -0.933 -4.695 3.110
C -2.630 2.718 3.744
C -3.278 1.355 3.396
O -3.575 1.486 2.053
C -2.983 2.629 1.504
O -3.015 3.065 0.357
O -2.417 3.298 2.476
H -1.691 2.484 4.245
H -3.225 3.430 4.316
H -4.254 1.320 3.879
H -2.712 0.493 3.750
C 4.981 2.773 -5.105
C 3.945 3.545 -4.353
O 4.174 3.266 -3.072
C 5.369 2.618 -2.896
O 5.881 2.423 -1.775
O 5.831 2.311 -4.038
H 5.397 3.434 -5.865
H 4.475 1.911 -5.542
H 2.905 3.287 -4.551
H 4.054 4.621 -4.486
C 3.274 -4.076 -0.067
C 3.560 -4.943 1.199
O 2.838 -4.334 2.232
C 2.190 -3.238 1.777
O 1.545 -2.436 2.499
O 2.465 -3.080 0.493
H 2.847 -4.646 -0.892
H 4.183 -3.607 -0.442
H 4.610 -4.962 1.491
H 3.265 -5.920 0.815
C 0.272 5.058 3.017
C -0.750 6.092 2.398
O 0.086 6.998 1.672
C 1.274 6.982 2.238
O 2.110 7.877 2.194
O 1.388 5.856 2.992
H 0.342 4.126 2.456
H -0.123 4.754 3.986
H -1.360 6.658 3.103
H -1.509 5.565 1.820
C -1.916 -4.890 -0.144
C -1.054 -3.775 -0.721
O 0.175 -4.434 -0.581
C 0.060 -5.700 -0.285
O 1.038 -6.443 -0.328
O -1.156 -6.086 -0.324
H -2.934 -4.805 -0.525
H -2.058 -4.730 0.924
H -1.152 -2.902 -0.076
H -1.351 -3.572 -1.750
C -3.812 0.818 -1.841
C -4.256 -0.044 -0.700
O -5.474 0.589 -0.294
C -5.906 1.383 -1.207
O -7.063 1.817 -1.314
O -5.026 1.384 -2.220
H -3.451 0.207 -2.669
H -2.956 1.472 -1.674
H -3.550 -0.044 0.130
H -4.411 -1.080 -1.003
C -1.704 -6.008 -3.801
C -2.967 -6.330 -4.546
C -4.297 -6.018 -3.995
C -4.339 -4.818 -3.141
N -4.482 -3.859 -2.476
H -1.794 -6.140 -2.723
H -1.572 -4.927 -3.838
H -0.947 -6.671 -4.221
H -2.945 -7.417 -4.621
H -2.797 -5.838 -5.503
H -4.684 -6.815 -3.360
H -4.932 -5.803 -4.854
C 0.369 1.271 5.051
C 1.610 0.631 4.540
C 2.909 1.198 5.196
C 3.364 2.470 4.723
N 3.691 3.516 4.323
H 0.234 1.253 6.133
H -0.509 0.643 4.902
H 0.216 2.254 4.605
H 1.695 0.763 3.462
H 1.770 -0.419 4.784
H 3.787 0.564 5.073
H 2.859 1.276 6.282
C -0.155 0.167 1.158
C 0.527 1.276 0.333
C 1.059 0.643 -1.010
C -0.076 -0.042 -1.687
N -0.977 -0.643 -2.113
H -0.599 0.551 2.077
H 0.580 -0.613 1.361
H -0.936 -0.394 0.646
H 1.306 1.737 0.941
H -0.064 2.115 -0.033
H 1.926 0.022 -0.785
H 1.345 1.454 -1.680
C 5.077 6.026 -1.467
C 5.365 6.084 0.085
C 4.959 4.789 0.769
C 3.678 4.342 0.357
N 2.604 4.055 0.055
H 3.991 5.993 -1.560
H 5.470 5.177 -2.026
H 5.378 6.918 -2.018
H 4.667 6.847 0.431
H 6.394 6.387 0.278
H 4.884 4.962 1.842
H 5.724 4.048 0.535
C -2.542 3.090 -6.297
S -2.436 1.411 -5.547
O -1.983 0.343 -6.588
C -0.929 1.694 -4.532
H -3.407 3.096 -6.960
H -1.625 3.271 -6.857
H -2.735 3.797 -5.489
H -0.155 2.340 -4.947
H -0.530 0.680 -4.477
H -1.194 2.035 -3.532
C -7.368 -1.147 -3.226
S -6.731 -2.248 -4.636
O -7.609 -1.742 -5.776
C -5.087 -1.400 -4.845
H -6.811 -1.244 -2.294
H -8.404 -1.323 -2.936
H -7.288 -0.119 -3.580
H -4.465 -1.487 -3.954
H -5.242 -0.349 -5.090
H -4.464 -1.775 -5.657
```

The LUMO energy is 0.2 eV. The value obtained for the total energy is -6060.96522 Eh.